(1)
{
  "formula": "C6H17NS",
  "method": "the ωB97M-V functional and the def2-TZVPD basis",
  "gap_ha": [0.2640, 0.0781],
  "multiplicity": 2,
  "total_charge": 1,
  "e_above_lowest_kcal_mol": 11.7,
  "s_squared": 0.75,
  "symbols": ["S", "N", "C", "C", "C", "C", "C", "C", "H", "H", "H", "H", "H", "H", "H", "H", "H", "H", "H", "H", "H", "H", "H", "H", "H"],
  "coordinates": [[-3.0123, -2.4693, 2.0975], [2.8364, 3.3571, -1.4944], [2.2436, 2.0706, -1.1426], [2.3635, 1.0026, -2.2311], [-0.9182, -0.3343, -0.6698], [2.8696, 1.5907, 0.1658], [-1.7045, -1.5152, 1.3822], [-1.8412, -1.4325, -0.1379], [-0.9212, -0.3061, -1.7579], [2.7509, 2.3540, 0.9345], [3.8217, 3.2335, -1.7098], [0.1034, -0.4812, -0.3142], [-1.5766, -2.3994, -0.5550], [-0.7442, -1.9261, 1.7185], [-2.5435, -2.5505, 3.3640], [1.7527, 0.1277, -1.9884], [-1.7670, -0.5236, 1.8570], [1.9829, 1.3686, -3.1824], [2.4056, 3.7293, -2.3336], [-2.8826, -1.2118, -0.3850], [3.9199, 1.3501, 0.0146], [3.4070, 0.7350, -2.3896], [1.1787, 2.2552, -0.9638], [-1.2545, 0.6414, -0.3036], [2.3786, 0.6798, 0.5205]],
  "forces_ev_per_a": [[0.0, -0.1, 0.1], [0.0, 0.0, -0.1], [0.0, -0.1, 0.1], [-0.3, 0.2, 0.0], [-0.2, 0.1, 0.3], [-0.5, -0.1, -0.1], [0.2, 0.1, -0.2], [0.1, 0.2, 0.2], [0.0, -0.1, 0.1], [0.2, 0.0, 0.0], [0.0, 0.1, 0.1], [0.0, 0.0, -0.1], [-0.1, -0.1, -0.2], [-0.1, -0.1, 0.0], [0.0, 0.0, 0.0], [0.3, -0.1, 0.1], [-0.1, 0.1, 0.1], [0.0, 0.2, -0.1], [0.0, 0.0, 0.0], [0.0, 0.0, -0.1], [0.2, 0.1, 0.1], [0.0, -0.2, 0.1], [0.0, 0.1, 0.0], [0.1, -0.1, -0.1], [0.0, 0.0, 0.0]]
}



(2)
{
  "formula": "C6H18BO",
  "method": "the ωB97M-V functional and the def2-TZVPD basis",
  "gap_ha": 0.2766,
  "total_charge": -1,
  "symbols": ["O", "C", "C", "C", "C", "C", "C", "B", "H", "H", "H", "H", "H", "H", "H", "H", "H", "H", "H", "H", "H", "H", "H", "H", "H", "H"],
  "coordinates": [[-1.4055, -1.3367, -2.8937], [-1.7292, 1.0228, -2.3357], [0.3772, -0.0312, 0.8207], [0.7268, 1.4467, 0.9811], [-2.0014, -0.1149, -3.2992], [-0.6765, -0.4234, 1.8551], [1.6094, -0.9475, 0.9081], [2.6398, -0.7328, 2.1800], [1.2320, -1.9821, 0.9452], [-1.5786, 0.1977, 1.7775], [-0.1399, 2.0829, 0.7563], [-2.1391, 1.9591, -2.7200], [-1.6151, -1.4943, -1.9657], [3.6086, -1.4902, 2.0432], [-0.6587, 1.1453, -2.1722], [-2.1888, 0.8259, -1.3641], [-0.2672, -0.3143, 2.8624], [1.5467, 1.7338, 0.3174], [-0.0888, -0.1395, -0.1731], [2.0791, -0.9974, 3.2570], [-0.9703, -1.4711, 1.7339], [-3.0838, -0.2365, -3.4379], [2.1596, -0.8715, -0.0421], [-1.5704, 0.0961, -4.2793], [3.0730, 0.4257, 2.2458], [1.0609, 1.6473, 1.9991]],
  "forces_ev_per_a": [[-0.1, -0.1, 0.0], [0.0, 0.0, 0.0], [-0.1, 0.0, 0.0], [0.0, 0.0, -0.1], [0.0, 0.0, 0.0], [0.0, 0.0, 0.1], [0.0, 0.0, 0.1], [0.0, 0.0, 0.1], [0.0, 0.0, -0.1], [0.0, 0.0, 0.0], [0.0, 0.0, 0.0], [0.0, 0.0, 0.0], [0.1, 0.1, 0.0], [-0.1, 0.0, 0.0], [0.0, 0.0, 0.0], [0.0, 0.0, 0.0], [0.0, 0.0, 0.0], [0.0, 0.0, 0.0], [0.0, -0.1, 0.0], [0.0, 0.0, 0.0], [0.0, 0.0, 0.0], [0.0, 0.0, 0.0], [0.0, 0.1, 0.0], [0.0, 0.0, 0.0], [0.0, 0.0, 0.0], [0.0, 0.0, 0.0]]
}



(3)
{
  "formula": "C6H18Be2NO9",
  "method": "the ωB97M-V functional and the def2-TZVPD basis",
  "gap_ha": 0.0802,
  "total_charge": 3,
  "e_above_lowest_kcal_mol": 0.0,
  "symbols": ["O", "O", "O", "O", "O", "O", "O", "O", "O", "N", "C", "C", "C", "C", "C", "C", "Be", "Be", "H", "H", "H", "H", "H", "H", "H", "H", "H", "H", "H", "H", "H", "H", "H", "H", "H", "H"],
  "coordinates": [[14.9806, -11.0318, 23.7503], [9.6017, -13.5050, 21.0542], [10.9416, -10.7418, 21.3165], [10.8428, -10.7907, 16.2626], [9.0357, -10.1324, 20.4455], [12.5097, -13.0484, 22.3267], [12.5683, -12.2616, 25.0219], [9.2578, -10.6072, 22.5644], [10.4405, -12.1696, 18.7313], [9.7656, -10.4769, 21.4022], [11.7384, -11.7666, 16.7752], [12.8209, -10.8881, 24.8748], [11.6934, -11.6671, 18.2886], [14.3526, -10.5881, 24.9075], [10.3196, -14.2185, 22.0732], [11.8347, -14.1841, 21.8179], [7.3443, -9.5709, 23.7066], [8.6672, -10.4949, 18.0357], [10.1435, -13.7332, 23.0385], [15.1154, -11.9875, 23.8314], [12.2294, -15.0333, 22.3723], [11.8375, -10.6556, 18.6694], [12.3329, -10.4633, 25.7559], [11.2176, -10.6049, 15.3887], [12.7788, -11.5969, 16.4847], [12.5028, -12.6927, 24.1453], [11.9257, -14.2777, 20.7322], [11.4480, -12.7187, 16.3207], [14.8302, -11.0739, 25.7630], [8.6788, -13.3705, 21.2815], [12.4715, -12.3287, 18.6771], [14.5575, -9.5316, 25.0895], [12.2213, -12.2582, 21.8534], [9.8937, -15.2196, 22.1424], [12.3440, -10.5787, 23.9431], [10.5762, -12.7270, 19.5178]],
  "forces_ev_per_a": [[-0.7, 0.4, 0.2], [0.7, 0.6, -0.6], [-0.4, 0.5, -0.9], [-0.3, 0.5, 0.2], [-1.4, 0.6, -1.5], [-0.2, 0.4, 0.1], [0.4, 0.7, 0.1], [-1.7, 0.9, 0.6], [-1.4, 0.9, -0.7], [1.4, -1.0, 0.8], [0.4, -0.3, 0.7], [-1.9, -2.0, 0.3], [0.5, -1.0, -0.7], [2.2, 0.0, 0.3], [-0.2, 0.4, 0.9], [-1.5, -0.6, 0.1], [1.2, -0.6, -0.7], [3.4, -1.6, 1.6], [0.0, 0.0, 0.1], [0.2, 0.0, -0.1], [0.3, -0.1, -0.5], [0.2, 0.1, -0.2], [0.5, 0.6, 0.1], [-0.9, 0.7, -0.3], [-0.1, 0.5, -0.2], [0.1, 0.0, -0.3], [0.7, -0.2, 0.0], [0.1, -0.3, 0.7], [-0.7, -0.4, 0.2], [0.0, -0.4, 0.2], [0.0, 0.1, 0.1], [-0.5, 0.2, -0.7], [0.1, -0.1, 0.1], [0.5, -0.2, -0.1], [0.5, 0.6, -0.1], [-1.1, 0.0, 0.4]]
}



(4)
{
  "formula": "C6H18ClO12P2",
  "method": "the ωB97M-V functional and the def2-TZVPD basis",
  "gap_ha": 0.3190,
  "total_charge": -1,
  "e_above_lowest_kcal_mol": 42.8,
  "symbols": ["Cl", "P", "P", "O", "O", "O", "O", "O", "O", "O", "O", "O", "O", "O", "O", "C", "C", "C", "C", "C", "C", "H", "H", "H", "H", "H", "H", "H", "H", "H", "H", "H", "H", "H", "H", "H", "H", "H", "H"],
  "coordinates": [[1.1142, 0.0274, -0.5115], [-4.3931, -3.6497, -2.0079], [3.5395, 3.5867, 3.4371], [5.1021, 3.9810, 3.5731], [-4.7976, -4.5209, -0.8998], [2.6692, 4.2929, 4.4677], [-3.5002, -4.4190, -3.2162], [1.9610, 1.1915, -0.2277], [-5.6813, -3.0751, -2.8297], [3.6505, 1.9861, 3.7336], [-3.6061, -2.2734, -1.7288], [-0.2940, 0.3211, -0.7378], [3.2835, 3.8192, 1.8337], [1.1522, -0.8031, 0.6278], [1.5803, -0.5519, -1.7234], [-5.6501, -2.6621, -4.1512], [5.2198, 5.3468, 3.5524], [-2.6326, -2.3684, -0.6703], [-3.5829, -5.8036, -3.4073], [2.1817, 4.5127, 1.3690], [3.9104, 1.0260, 2.7472], [-4.4379, -6.2308, -3.9312], [-2.6238, -6.0201, -3.8779], [-3.5290, -6.3143, -2.4459], [4.9836, 0.8403, 2.7044], [-2.9035, -1.5510, -0.0020], [4.4501, 6.0461, 3.2257], [-4.7629, -2.9382, -4.7211], [-5.5072, -1.5967, -4.3321], [3.5567, 1.0671, 1.7170], [3.3483, 0.1726, 3.1265], [1.4490, 4.7845, 2.1288], [6.1532, 5.6807, 3.0994], [-2.7669, -3.3371, -0.1889], [1.7078, 3.8821, 0.6167], [2.3967, 5.3903, 0.7593], [-6.5564, -3.0316, -4.6309], [-1.6243, -2.3330, -1.0826], [5.4399, 5.5252, 4.6050]],
  "forces_ev_per_a": [[-1.1, 2.0, -0.7], [-0.3, 0.6, -2.6], [-0.8, -0.8, 1.6], [-1.9, -1.9, -1.5], [0.4, 0.4, -0.3], [1.6, -1.4, -2.8], [-1.6, 2.3, 1.8], [-0.9, 0.0, -0.1], [1.1, -0.8, 1.7], [-0.9, 3.5, -0.7], [-0.9, -2.0, -0.8], [0.3, 1.0, 0.2], [1.5, -0.5, 2.8], [0.7, -1.8, 1.3], [0.9, -1.2, -0.6], [0.6, 0.6, -1.8], [2.6, 2.7, 2.0], [0.1, -0.2, 0.3], [1.3, -1.0, 0.9], [-2.2, 0.2, -1.6], [0.2, -2.2, -0.3], [-0.1, 0.6, -0.3], [-0.3, -0.4, -0.5], [-0.2, 0.0, 0.2], [0.0, -0.2, 0.1], [0.7, -0.1, 0.1], [-0.6, -0.8, -0.2], [0.0, -1.2, 0.2], [-0.9, 0.5, 0.9], [-0.4, 1.3, 0.1], [0.5, -0.5, -0.1], [0.2, -0.1, 0.2], [0.0, -0.4, -0.7], [0.1, 0.2, 0.4], [-0.3, -0.4, 0.3], [0.8, 0.4, 0.5], [0.1, 0.2, -0.1], [-0.1, 0.5, 0.1], [-0.4, 1.1, 0.2]]
}



Repeat the fourth record exactly.
{
  "formula": "C6H18ClO12P2",
  "method": "the ωB97M-V functional and the def2-TZVPD basis",
  "gap_ha": 0.3190,
  "total_charge": -1,
  "e_above_lowest_kcal_mol": 42.8,
  "symbols": ["Cl", "P", "P", "O", "O", "O", "O", "O", "O", "O", "O", "O", "O", "O", "O", "C", "C", "C", "C", "C", "C", "H", "H", "H", "H", "H", "H", "H", "H", "H", "H", "H", "H", "H", "H", "H", "H", "H", "H"],
  "coordinates": [[1.1142, 0.0274, -0.5115], [-4.3931, -3.6497, -2.0079], [3.5395, 3.5867, 3.4371], [5.1021, 3.9810, 3.5731], [-4.7976, -4.5209, -0.8998], [2.6692, 4.2929, 4.4677], [-3.5002, -4.4190, -3.2162], [1.9610, 1.1915, -0.2277], [-5.6813, -3.0751, -2.8297], [3.6505, 1.9861, 3.7336], [-3.6061, -2.2734, -1.7288], [-0.2940, 0.3211, -0.7378], [3.2835, 3.8192, 1.8337], [1.1522, -0.8031, 0.6278], [1.5803, -0.5519, -1.7234], [-5.6501, -2.6621, -4.1512], [5.2198, 5.3468, 3.5524], [-2.6326, -2.3684, -0.6703], [-3.5829, -5.8036, -3.4073], [2.1817, 4.5127, 1.3690], [3.9104, 1.0260, 2.7472], [-4.4379, -6.2308, -3.9312], [-2.6238, -6.0201, -3.8779], [-3.5290, -6.3143, -2.4459], [4.9836, 0.8403, 2.7044], [-2.9035, -1.5510, -0.0020], [4.4501, 6.0461, 3.2257], [-4.7629, -2.9382, -4.7211], [-5.5072, -1.5967, -4.3321], [3.5567, 1.0671, 1.7170], [3.3483, 0.1726, 3.1265], [1.4490, 4.7845, 2.1288], [6.1532, 5.6807, 3.0994], [-2.7669, -3.3371, -0.1889], [1.7078, 3.8821, 0.6167], [2.3967, 5.3903, 0.7593], [-6.5564, -3.0316, -4.6309], [-1.6243, -2.3330, -1.0826], [5.4399, 5.5252, 4.6050]],
  "forces_ev_per_a": [[-1.1, 2.0, -0.7], [-0.3, 0.6, -2.6], [-0.8, -0.8, 1.6], [-1.9, -1.9, -1.5], [0.4, 0.4, -0.3], [1.6, -1.4, -2.8], [-1.6, 2.3, 1.8], [-0.9, 0.0, -0.1], [1.1, -0.8, 1.7], [-0.9, 3.5, -0.7], [-0.9, -2.0, -0.8], [0.3, 1.0, 0.2], [1.5, -0.5, 2.8], [0.7, -1.8, 1.3], [0.9, -1.2, -0.6], [0.6, 0.6, -1.8], [2.6, 2.7, 2.0], [0.1, -0.2, 0.3], [1.3, -1.0, 0.9], [-2.2, 0.2, -1.6], [0.2, -2.2, -0.3], [-0.1, 0.6, -0.3], [-0.3, -0.4, -0.5], [-0.2, 0.0, 0.2], [0.0, -0.2, 0.1], [0.7, -0.1, 0.1], [-0.6, -0.8, -0.2], [0.0, -1.2, 0.2], [-0.9, 0.5, 0.9], [-0.4, 1.3, 0.1], [0.5, -0.5, -0.1], [0.2, -0.1, 0.2], [0.0, -0.4, -0.7], [0.1, 0.2, 0.4], [-0.3, -0.4, 0.3], [0.8, 0.4, 0.5], [0.1, 0.2, -0.1], [-0.1, 0.5, 0.1], [-0.4, 1.1, 0.2]]
}